This record from the Open Molecules 2025 dataset describes a structure of composition C23H23BiBrN7OPS2SbSe4. The level of theory is the ωB97M-V functional and the def2-TZVPD basis.

Atoms and positions in Å:
Bi 0.276147 1.262182 -0.348519
C 0.506285 -4.725589 2.559932
N -0.196792 -3.641771 1.911088
C -1.367943 -3.103140 2.352493
C -1.633171 -2.042550 1.531851
N -0.636481 -1.905517 0.612003
C 0.225975 -2.866897 0.871214
P 1.805228 -3.122258 0.028381
C 2.830801 -1.774842 0.654290
N 2.514776 -0.507784 0.755381
C 3.563388 0.113896 1.360100
C 4.536892 -0.804724 1.639431
N 4.070507 -2.009028 1.187138
C 4.745413 -3.278144 1.348792
C 1.322673 -2.466879 -1.598589
N 1.654326 -1.314487 -2.131481
C 1.032533 -1.267569 -3.350646
C 0.308668 -2.408791 -3.549552
N 0.506258 -3.181744 -2.427946
C -0.138177 -4.438819 -2.129857
H 0.231113 -4.730207 3.611318
H 0.263534 -5.687389 2.099611
H 1.578389 -4.557440 2.505015
H -1.860671 -3.466604 3.237104
H -2.445622 -1.338423 1.602797
H 3.539195 1.163771 1.606247
H 5.485171 -0.718333 2.141092
H 5.712883 -3.090397 1.809466
H 4.174897 -3.943026 1.997596
H 4.898793 -3.766595 0.387132
H 1.127954 -0.403767 -3.990765
H -0.321962 -2.738369 -4.358675
H -0.411364 -4.929493 -3.063324
H 0.548348 -5.082744 -1.579816
H -1.034349 -4.287430 -1.523072
O -5.319897 -2.919979 -2.161363
C -4.424035 -1.992975 -1.707617
C -3.129456 -1.908719 -2.202620
C -2.293007 -0.943702 -1.675755
N -2.668888 -0.085300 -0.724194
C -3.899988 -0.188964 -0.285133
Br -4.403770 1.016376 1.092432
C -4.837162 -1.115852 -0.721283
H -4.883271 -3.455714 -2.831601
H -2.770484 -2.578868 -2.976099
H -1.274544 -0.847654 -2.029431
H -5.833620 -1.157221 -0.309361
Se 1.989127 2.113131 4.429845
Sb 0.504543 0.607514 3.283294
Se -0.522383 3.074392 1.238351
Se 1.458956 -1.821553 4.311757
Se -0.543973 -0.862709 5.233963
S -0.775570 1.880082 -2.752030
C 0.608659 2.356077 -3.727547
C 0.385272 2.560568 -5.094478
C 1.397128 2.931427 -5.964938
C 2.682300 3.112944 -5.469561
C 2.921442 2.921129 -4.119181
C 1.912209 2.545688 -3.223349
S 2.376050 2.374595 -1.536893
H -0.622090 2.418073 -5.469095
H 1.180755 3.076603 -7.017462
H 3.495286 3.398681 -6.127630
H 3.921595 3.059631 -3.725352

Cartesian forces, eV/Å:
-0.20 0.36 -0.28
0.01 -0.07 -0.02
-0.04 0.02 0.06
-0.02 0.00 -0.03
-0.01 0.01 0.08
0.01 -0.12 -0.05
0.00 0.02 0.06
0.10 -0.19 -0.15
0.00 -0.13 0.07
-0.04 0.35 0.02
0.08 -0.09 0.05
-0.04 0.02 0.01
0.02 0.07 0.04
-0.02 -0.01 0.00
-0.11 0.13 0.04
0.14 -0.10 -0.06
0.01 -0.01 -0.01
0.03 0.01 0.00
0.00 -0.02 -0.09
-0.07 0.03 0.04
0.04 0.01 0.01
-0.02 0.02 -0.03
0.00 0.01 0.02
0.00 0.02 0.01
0.01 -0.03 -0.01
0.01 0.00 -0.02
0.00 0.00 0.00
0.00 -0.01 -0.01
-0.01 0.01 0.01
-0.01 0.00 -0.01
-0.02 -0.03 0.00
0.01 0.01 -0.01
0.01 -0.01 0.00
0.00 -0.01 -0.01
0.00 0.02 0.01
0.03 0.00 -0.01
-0.07 -0.03 -0.01
0.02 0.01 0.04
0.02 0.02 0.06
-0.07 -0.01 -0.18
0.02 0.04 0.00
-0.01 0.00 -0.01
0.03 0.01 -0.01
-0.01 0.00 0.01
-0.02 0.00 -0.01
-0.01 0.01 -0.01
0.00 0.00 -0.01
-0.07 0.01 -0.02
0.40 -0.17 0.37
0.13 -0.21 -0.24
-0.36 0.27 0.09
0.22 -0.22 -0.05
-0.02 0.08 0.10
-0.01 -0.03 0.01
0.00 -0.02 -0.04
0.01 0.01 0.01
-0.01 -0.01 0.00
0.03 0.01 -0.03
0.00 -0.04 0.02
-0.13 -0.01 0.11
0.00 0.00 0.01
0.00 0.00 0.00
0.00 0.00 0.00
-0.01 0.00 0.01

Values from the calculation:
Energy above the lowest of the compared OMol25 structures with the same formula, charge and spin, kJ/mol: 135.8
DFT total energy, eV: -411471.620
Frontier orbital gap, eV: 4.6
Net charge: -2
LUMO, eV: 3.426

=====

This record from the Open Molecules 2025 dataset describes a structure of composition C15H30N3O5PPdS. The level of theory is the ωB97M-V functional and the def2-TZVPD basis.

Atoms and positions in Å:
Pd 0.265436 0.012548 -1.579893
N 2.022044 0.024778 -2.767282
C 2.538929 1.410651 -2.870161
C 1.424435 2.287797 -3.409012
N 0.309063 2.245130 -2.453071
H 2.697952 -0.580776 -2.309637
H 1.833535 -0.359173 -3.690500
H 3.430708 1.444599 -3.497459
H 2.805968 1.722939 -1.860471
H 1.065549 1.891083 -4.361415
H 1.792366 3.298543 -3.594328
H -0.571702 2.529611 -2.865255
H 0.491776 2.839342 -1.650296
O -1.827462 0.045456 -2.225767
N -2.404122 -1.109843 -1.902182
C -3.718388 -1.111199 -1.623574
C -4.360506 -2.290810 -1.324400
C -3.629795 -3.469880 -1.296085
C -2.275004 -3.445559 -1.572409
C -1.662512 -2.245888 -1.889414
S 0.010535 -2.079808 -2.354099
H -4.188634 -0.140964 -1.655999
H -5.416267 -2.269026 -1.100825
H -4.111210 -4.403360 -1.041289
H -1.671707 -4.341083 -1.542012
C -1.894733 2.119150 0.526786
C -1.259666 2.220684 1.902701
C -2.240023 1.803473 2.984415
C -0.705656 3.613273 2.148660
O -0.110114 1.322903 2.051727
P 0.534423 0.261674 1.112394
O -0.490868 -0.591239 0.357055
O 1.426262 0.902874 0.029074
O 1.355502 -0.514080 2.181658
C 2.281981 -1.644372 2.034514
C 2.197677 -2.262821 0.650119
C 1.858181 -2.637461 3.101078
C 3.665005 -1.077420 2.302840
H -2.679595 2.872500 0.451753
H -2.328038 1.136900 0.351397
H -1.165833 2.317405 -0.259863
H -3.121293 2.445176 2.957597
H -1.779267 1.885264 3.967738
H -2.555033 0.771095 2.831444
H -1.515326 4.343076 2.155116
H 0.005709 3.886787 1.368227
H -0.194193 3.651704 3.109132
H 1.200863 -2.646330 0.438514
H 2.910786 -3.085301 0.590707
H 2.460385 -1.530885 -0.116409
H 0.834989 -2.969643 2.926104
H 1.912528 -2.181371 4.088537
H 2.515806 -3.506881 3.082256
H 3.932788 -0.346194 1.539234
H 4.405489 -1.877671 2.297273
H 3.690256 -0.587393 3.275041

Cartesian forces, eV/Å:
0.34 -0.09 -0.22
-0.08 0.14 -0.26
-0.07 0.04 0.05
-0.03 -0.06 0.01
0.04 0.09 0.32
-0.03 0.00 0.01
0.05 -0.03 0.02
-0.05 0.00 -0.06
0.03 0.00 -0.01
0.02 0.02 -0.01
0.01 0.00 0.04
0.00 -0.04 -0.02
0.04 0.03 -0.05
-0.02 -0.03 0.12
0.04 -0.14 -0.11
0.12 -0.10 -0.02
0.04 0.06 0.00
-0.03 -0.08 0.02
0.01 0.02 -0.01
-0.16 0.38 -0.06
-0.06 -0.44 0.18
0.01 0.02 -0.01
-0.01 -0.02 0.01
0.00 -0.01 -0.01
-0.01 -0.01 0.01
-0.02 0.01 -0.01
0.02 0.00 0.02
-0.01 0.01 0.00
-0.01 -0.01 0.00
0.01 -0.04 0.05
0.07 0.25 -0.09
-0.18 0.14 -0.03
-0.06 -0.01 0.08
-0.11 -0.12 0.03
0.05 0.07 0.00
0.01 -0.03 -0.03
0.01 0.00 0.00
0.00 -0.01 -0.01
-0.01 -0.01 0.00
0.01 -0.01 0.01
0.01 0.01 0.01
0.00 0.01 0.00
0.01 0.00 0.00
0.00 -0.01 -0.01
-0.01 0.01 0.00
0.01 0.00 -0.01
0.00 0.00 0.01
-0.01 0.00 0.02
-0.01 -0.01 0.00
0.02 0.01 0.02
0.00 0.00 -0.01
0.00 0.01 0.00
0.01 0.00 0.00
-0.01 0.01 -0.01
0.00 -0.01 0.00
-0.01 0.00 0.01

Values from the calculation:
Multiplicity: 2
Energy above the lowest of the compared OMol25 structures with the same formula, charge and spin, kJ/mol: 107.6
DFT total energy, eV: -54349.722
Frontier orbital gap (alpha / beta), eV: 6.8 / 6.9
Net charge: +1
LUMO (alpha / beta), eV: -4.767 / -4.595
Expectation value of S²: 0.76